Formula: C36H33N4O2TeTi
Source: OMol25
Level of theory: the ωB97M-V functional and the def2-TZVPD basis

Geometry as ORCA input:
```
! RIJCOSX wB97M-V def2-TZVPD def2/J DEFGRID3
* xyz 1 3
Ti -0.543 -0.350 0.448
C -2.093 -3.880 -1.922
O -3.050 -3.533 -0.879
C -2.552 -2.468 -0.269
N -1.388 -2.050 -0.623
C -0.888 -2.938 -1.687
C -0.456 -2.157 -2.903
C -1.323 -1.237 -3.487
C -0.922 -0.498 -4.588
C 0.350 -0.679 -5.118
C 1.215 -1.596 -4.543
C 0.813 -2.330 -3.434
C -3.276 -1.731 0.760
C -4.506 -2.018 1.276
C -5.051 -1.146 2.248
C -4.349 -0.019 2.618
C -3.101 0.227 2.042
N -2.542 -0.643 1.135
C -2.245 1.349 2.222
N -1.133 1.400 1.536
C -0.589 2.751 1.711
C -1.270 3.174 3.018
O -2.498 2.392 3.022
C 0.916 2.792 1.669
C 1.677 1.710 2.095
C 3.061 1.736 1.990
C 3.697 2.854 1.473
C 2.944 3.943 1.055
C 1.561 3.908 1.146
H -2.578 -3.706 -2.881
H -1.853 -4.934 -1.814
H -0.027 -3.487 -1.299
H -2.314 -1.087 -3.071
H -1.601 0.216 -5.036
H 0.662 -0.106 -5.982
H 2.207 -1.739 -4.950
H 1.501 -3.025 -2.966
H -5.045 -2.891 0.935
H -6.020 -1.352 2.677
H -4.752 0.687 3.332
H -0.964 3.376 0.891
H -1.539 4.224 3.070
H -0.682 2.890 3.894
H 1.185 0.829 2.496
H 3.644 0.878 2.301
H 4.775 2.875 1.389
H 3.435 4.817 0.648
H 0.976 4.750 0.792
C -0.819 2.865 -2.564
C 0.465 2.900 -3.096
C 1.401 1.979 -2.676
C 1.052 1.022 -1.724
N -0.190 1.012 -1.205
C -1.095 1.907 -1.614
C 1.950 -0.044 -1.226
C 3.218 -0.229 -1.772
C 3.998 -1.301 -1.371
C 3.500 -2.198 -0.437
C 2.241 -1.990 0.114
C 1.433 -0.907 -0.238
H -1.583 3.564 -2.872
H 0.730 3.643 -3.837
H 2.400 1.997 -3.084
H -2.074 1.839 -1.150
H 3.605 0.443 -2.528
H 4.982 -1.445 -1.798
H 4.093 -3.054 -0.139
H 1.884 -2.720 0.836
C 1.927 -1.905 3.541
Te -0.109 -1.977 2.919
C -0.736 -0.629 4.441
H 2.387 -0.975 3.218
H 2.458 -2.746 3.106
H 1.945 -1.987 4.625
H -0.490 -1.072 5.403
H -1.812 -0.491 4.368
H -0.226 0.324 4.322
*
```

Calculated values
Largest force on an atom   0.2 eV/Å
Gap between HOMO and LUMO (alpha / beta)   0.2174 / 0.2899 hartree
E_tot   -2878.51803 hartree
Energy relative to the best compared isomer or geometry (same formula, charge and spin)   0.7 kJ/mol
<S²>   2.019